Formula: C20H28N4O4
Source: the OMol25 dataset
Level of theory: ωB97M-V/def2-TZVPD

Each line ends with the Mulliken charge.
CARTESIAN COORDINATES (ANGSTROEM)
H: 5.932 0.234 -4.371  0.476
O: -6.113 -1.525 2.473  -0.690
H: -4.689 0.838 0.321  0.320
H: 0.626 1.822 1.191  0.346
N: 6.294 2.261 -4.029  -0.530
C: 5.022 4.402 -0.445  -0.691
N: -0.967 -0.887 -0.088  0.397
O: -3.106 -1.460 -0.534  -0.688
H: -0.105 -2.290 -1.314  0.383
C: 1.147 0.110 -0.179  -0.372
C: 0.223 1.148 0.433  -0.920
H: 3.658 2.650 -0.483  0.450
N: 2.941 -0.006 -2.773  0.001
H: 1.480 -1.361 -3.357  0.427
C: -4.186 -2.933 2.663  1.025
C: 1.887 -0.962 -2.426  -1.417
C: -4.861 0.680 1.386  -1.003
C: -5.082 -4.166 2.394  -1.687
H: 0.405 0.561 -2.141  0.189
C: -4.893 -1.595 2.309  0.552
H: -5.942 0.652 1.538  0.346
H: -4.479 1.549 1.923  0.301
H: 6.030 4.654 -0.782  0.253
C: 3.840 4.687 -1.358  -0.592
H: -2.324 0.450 1.835  0.445
H: -5.425 -4.187 1.358  0.384
H: -1.179 -1.170 -2.219  0.345
H: -3.331 -3.051 2.001  0.100
N: -4.171 -0.541 1.829  0.275
H: -3.021 -2.109 4.340  0.322
C: 0.752 -0.321 -1.598  0.776
O: 5.805 3.138 -3.059  -0.227
C: 4.095 0.127 -2.117  0.536
H: 4.911 4.521 0.634  0.259
C: -2.704 -0.557 1.659  -1.293
C: -2.272 -1.000 0.245  0.787
C: 4.293 3.263 -1.124  -0.083
H: 2.894 5.014 -0.922  0.272
C: 4.959 2.468 -2.232  -0.343
H: -2.215 -1.183 2.405  0.242
H: -3.168 -3.859 4.369  0.371
H: 2.202 0.052 0.101  0.705
C: 4.910 1.153 -2.639  0.744
H: -0.522 1.649 -0.189  0.260
H: 4.020 5.143 -2.334  0.241
O: 4.431 -0.531 -1.142  -0.641
H: 0.305 -0.770 1.745  0.285
H: 2.793 0.593 -3.568  0.284
C: 0.076 -0.324 0.773  -0.564
C: -0.451 -1.259 -1.410  -1.099
H: -4.536 -2.850 4.825  0.346
H: -5.972 -4.164 3.026  0.318
H: -4.547 -5.099 2.578  0.436
C: 5.736 1.104 -3.759  -0.406
H: 2.295 -1.825 -1.892  0.454
C: -3.698 -2.937 4.130  -1.407

Output
- Relative energy (zero: lowest compared OMol25 entry of this formula, charge and spin): 429.7 kJ/mol
- Multiplicity: 1
- Gap between HOMO and LUMO: 9.523 eV
- Electronic energy: -35342.6720 eV
- Charge: 0